Entry from OMol25: a cluster of 6 separate species, C27H71N5O8 in total (wB97M-V/def2-TZVPD).

Output
LUMO level in eV: 0.654
2S+1: 1
Charge: 0
E_HOMO in eV: -8.742
Structure (SMILES): COC[C@H](C)N.COC[C@H](C)N.COC[C@H](C)N.COCCNCCOC.COCCNCCOC.CC(C)O
HOMO-LUMO gap in eV: 9.396
Electronic energy in a.u.: -1946.800709

Cartesian coordinates (Å):
C (3.177, -1.576, 0.668)
C (2.058, -2.421, -0.004)
C (0.663, -2.202, 0.569)
O (2.065, -2.008, -1.369)
H (3.581, -1.990, 1.589)
H (2.795, -0.576, 0.876)
H (3.921, -1.461, -0.117)
H (2.245, -3.499, 0.057)
H (-0.037, -2.744, -0.079)
H (0.460, -1.142, 0.509)
H (0.505, -2.779, 1.480)
H (1.177, -2.211, -1.705)
C (-0.269, -3.921, -4.197)
C (-1.584, -3.281, -3.708)
C (-2.801, -4.198, -3.862)
O (-3.038, -4.398, -5.243)
C (-4.041, -5.368, -5.431)
N (-1.432, -3.032, -2.231)
H (-0.168, -3.855, -5.285)
H (-0.401, -4.995, -4.028)
H (0.649, -3.566, -3.740)
H (-1.756, -2.344, -4.242)
H (-3.653, -3.797, -3.291)
H (-2.646, -5.131, -3.296)
H (-3.630, -6.377, -5.316)
H (-4.480, -5.295, -6.427)
H (-4.903, -5.294, -4.757)
H (-2.195, -3.547, -1.805)
H (-1.640, -2.034, -2.136)
C (3.254, 2.441, -2.999)
C (3.139, 0.989, -3.473)
C (3.521, 0.972, -4.960)
O (3.263, -0.360, -5.414)
C (3.389, -0.516, -6.808)
N (3.945, 0.066, -2.692)
H (2.496, 3.079, -3.462)
H (4.185, 2.909, -3.334)
H (3.192, 2.473, -1.912)
H (2.083, 0.711, -3.403)
H (4.607, 1.142, -5.040)
H (3.053, 1.631, -5.702)
H (2.564, 0.068, -7.242)
H (3.201, -1.547, -7.096)
H (4.311, -0.176, -7.288)
H (3.390, -0.717, -2.361)
H (4.581, -0.393, -3.342)
C (-2.238, -2.515, 2.381)
C (-2.849, -3.141, 1.114)
C (-3.721, -4.327, 1.561)
O (-2.985, -5.157, 2.423)
C (-3.741, -6.311, 2.774)
N (-3.698, -2.119, 0.491)
H (-1.574, -3.174, 2.948)
H (-3.010, -2.123, 3.047)
H (-1.575, -1.660, 2.219)
H (-2.106, -3.625, 0.481)
H (-4.220, -4.829, 0.722)
H (-4.575, -3.906, 2.122)
H (-4.709, -6.011, 3.186)
H (-3.183, -6.872, 3.521)
H (-3.840, -6.921, 1.870)
H (-4.156, -1.573, 1.211)
H (-3.081, -1.443, 0.042)
C (-1.511, 4.947, 2.202)
O (-1.348, 3.624, 1.755)
C (-2.334, 2.720, 2.200)
C (-1.593, 1.367, 2.249)
N (-1.352, 0.736, 0.945)
C (-0.991, 1.631, -0.151)
C (-0.607, 0.862, -1.424)
O (-1.448, -0.196, -1.853)
C (-2.611, 0.237, -2.528)
H (-1.536, 5.019, 3.292)
H (-2.385, 5.432, 1.751)
H (-0.665, 5.536, 1.843)
H (-3.222, 2.621, 1.560)
H (-2.748, 2.984, 3.179)
H (-2.194, 0.678, 2.851)
H (-0.642, 1.481, 2.775)
H (-0.682, -0.014, 1.019)
H (-0.116, 2.275, -0.015)
H (-1.867, 2.238, -0.386)
H (0.341, 0.406, -1.123)
H (-0.461, 1.542, -2.265)
H (-3.228, 0.924, -1.951)
H (-3.132, -0.691, -2.787)
H (-2.438, 0.614, -3.547)
C (1.959, -0.236, 3.837)
O (1.468, 0.800, 4.660)
C (1.896, 2.063, 4.181)
C (1.660, 3.121, 5.265)
N (2.337, 4.366, 4.898)
C (1.548, 5.182, 4.001)
C (2.248, 6.476, 3.582)
O (2.250, 7.361, 4.680)
C (3.003, 8.521, 4.369)
H (1.484, -1.182, 4.099)
H (3.018, -0.409, 4.073)
H (1.895, -0.070, 2.761)
H (1.465, 2.256, 3.190)
H (2.981, 2.084, 4.013)
H (2.157, 2.698, 6.139)
H (0.631, 3.361, 5.556)
H (2.595, 4.935, 5.693)
H (0.589, 5.424, 4.482)
H (1.340, 4.737, 3.023)
H (1.821, 6.891, 2.662)
H (3.234, 6.128, 3.239)
H (3.225, 9.133, 5.247)
H (2.421, 9.112, 3.656)
H (4.011, 8.249, 4.034)

Atom charges from the Mulliken analysis, given in e for atoms 1 to 99: C -1.39; C 0.43; C -0.38; O -0.43; H 0.35; H 0.17; H 0.43; H 0.37; H 0.33; H -0.57; H 0.61; H 0.10; C -1.61; C 0.88; C -1.00; O -0.35; C -0.79; N -0.05; H 0.38; H 0.32; H 0.37; H 0.25; H 0.49; H 0.45; H 0.31; H 0.27; H 0.32; H 0.13; H 0.03; C -1.62; C 1.25; C -1.12; O -0.22; C -0.85; N -0.69; H 0.38; H 0.38; H 0.38; H -0.29; H 0.40; H 0.53; H 0.34; H 0.25; H 0.30; H 0.30; H 0.31; C -1.19; C 1.32; C -1.20; O -0.29; C -0.79; N -0.67; H 0.37; H 0.54; H -0.18; H -0.05; H 0.49; H 0.34; H 0.32; H 0.24; H 0.31; H 0.37; H 0.05; C -0.92; O -0.07; C -1.20; C -0.17; N 0.81; C -0.32; C -1.00; O -0.12; C -0.95; H 0.36; H 0.31; H 0.20; H 0.37; H 0.60; H 0.46; H 0.02; H -0.73; H 0.25; H 0.52; H 0.00; H 0.37; H 0.32; H 0.25; H 0.30; C -0.74; O -0.40; C -0.18; C -0.66; N -0.38; C -0.11; C -0.85; O -0.32; C -0.76; H 0.33; H 0.44; H 0.14

=====

Entry from OMol25: a cluster of 2 separate species, C2H12NSi2 in total (wB97M-V/def2-TZVPD).

Output
LUMO level in eV: -3.700
2S+1: 1
Charge: +1
E_HOMO in eV: -12.887
HOMO-LUMO gap in eV: 9.188
Electronic energy in a.u.: -716.780036

Cartesian coordinates (Å):
C (-0.298, -0.593, 1.130)
C (-0.639, -0.293, -0.290)
N (0.977, -1.423, 1.192)
Si (-1.978, 1.018, -0.549)
Si (1.508, 0.954, -1.339)
H (-1.075, -1.163, 1.648)
H (-0.118, 0.327, 1.685)
H (-0.751, -1.192, -0.887)
H (1.452, -1.365, 2.101)
H (1.583, -1.056, 0.440)
H (0.768, -2.406, 0.991)
H (-3.283, 0.583, -0.051)
H (-1.509, 2.178, 0.215)
H (-2.012, 1.296, -1.976)
H (1.929, 1.815, -0.242)
H (1.030, 1.514, -2.577)
H (2.416, -0.194, -1.492)

Charge distribution, Mulliken scheme, values in e: C -0.62; C -0.79; N -0.18; Si 0.45; Si 0.52; H 0.38; H 0.36; H 0.45; H 0.37; H 0.14; H 0.38; H -0.13; H -0.10; H -0.10; H -0.02; H -0.03; H -0.07

=====

Entry from OMol25: a structure of composition C13H21N2O6Yb (wB97M-V/def2-TZVPD).

Output
LUMO level (alpha / beta) in eV: -5.417 / -6.598
2S+1: 2
Charge: +2
E_HOMO (alpha / beta) in eV: -14.800 / -14.799
HOMO-LUMO gap (alpha / beta) in eV: 9.383 / 8.201
Electronic energy in a.u.: -2227.179944

Cartesian coordinates (Å):
Yb (-0.186, 0.375, 0.171)
C (-0.910, 2.584, 1.979)
C (0.294, 3.249, 1.338)
O (0.776, 2.438, 0.223)
C (2.227, 2.298, 0.094)
C (2.739, 1.236, 1.039)
O (1.972, 0.028, 0.786)
C (2.104, -1.068, 1.736)
C (0.981, -2.047, 1.472)
O (-0.329, -1.383, 1.553)
C (-0.863, -1.067, 2.874)
C (-1.514, 0.303, 2.832)
O (-0.518, 1.210, 2.274)
H (-1.790, 2.571, 1.327)
H (-1.169, 3.102, 2.902)
H (1.104, 3.357, 2.058)
H (0.008, 4.228, 0.957)
H (2.703, 3.261, 0.278)
H (2.397, 2.030, -0.948)
H (2.595, 1.508, 2.087)
H (3.796, 1.041, 0.856)
H (2.062, -0.646, 2.742)
H (3.068, -1.557, 1.589)
H (1.008, -2.876, 2.178)
H (1.024, -2.453, 0.459)
H (-0.044, -1.091, 3.592)
H (-1.606, -1.819, 3.136)
H (-1.785, 0.624, 3.838)
H (-2.411, 0.327, 2.204)
C (-0.594, -2.759, -4.787)
N (-0.989, -1.780, -3.752)
C (-2.154, -1.113, -3.853)
C (-2.603, -0.225, -2.914)
C (-1.748, -0.039, -1.824)
O (-2.009, 0.773, -0.810)
N (-0.570, -0.690, -1.720)
C (-0.155, -1.640, -2.631)
O (0.848, -2.294, -2.486)
H (-0.977, -2.407, -5.740)
H (-1.001, -3.738, -4.544)
H (0.488, -2.811, -4.808)
H (-2.728, -1.332, -4.744)
H (-3.542, 0.293, -3.012)

Charge distribution, Mulliken scheme, values in e: Yb 1.42; C -0.64; C -0.38; O -0.44; C -0.78; C -0.34; O -0.25; C -0.31; C -0.76; O -0.38; C -0.36; C -0.66; O -0.24; H 0.40; H 0.43; H 0.35; H 0.43; H 0.44; H 0.38; H 0.34; H 0.46; H 0.35; H 0.46; H 0.44; H 0.30; H 0.32; H 0.42; H 0.43; H 0.41; C -0.98; N 0.04; C 0.27; C -1.23; C 0.92; O -0.67; N -0.34; C 0.41; O -0.63; H 0.38; H 0.33; H 0.33; H 0.42; H 0.49